Record 1
DFT (the ωB97M-V functional and the def2-TZVPD basis) results for a structure of composition C46H45AsBBrN7O4PtS.

Summary:
- calculated total energy (eV) = -212690.8614
- HOMO (eV) = -10.767
- energy relative to the best compared isomer or geometry (same formula, charge and spin) (eV) = 0.095
- maximum force (eV/A) = 0.656
- multiplicity = 1
- gap between HOMO and LUMO (eV) = 8.0
- net charge = +1

The geometry in XYZ format:
```
107
Properties=species:S:1:pos:R:3:mulliken_charge:R:1
Pt 0.04 0.62 0.96 1.95
C 1.79 2.71 -1.48 -0.96
C 0.49 3.13 -0.89 0.42
C -0.17 4.33 -1.14 -1.50
C -1.30 4.32 -0.35 0.99
C -2.37 5.35 -0.22 -1.51
N -1.31 3.16 0.33 0.92
N -0.22 2.42 -0.02 0.12
B -2.41 2.60 1.23 -2.15
N -2.98 1.33 0.60 0.79
N -2.13 0.28 0.40 0.37
C -2.86 -0.71 -0.10 0.19
C -2.31 -2.08 -0.31 -0.28
C -4.17 -0.28 -0.31 -2.05
C -4.21 1.02 0.15 1.15
C -5.35 1.98 0.22 -1.32
N -1.79 2.17 2.58 0.60
N -0.60 1.51 2.65 0.33
C -0.37 1.22 3.96 0.98
C 0.80 0.52 4.55 -1.39
C -1.42 1.75 4.70 -1.61
C -2.30 2.33 3.80 1.01
C -3.59 3.02 4.07 -1.47
H 2.05 3.41 -2.28 0.49
H 2.59 2.71 -0.75 0.16
H 1.70 1.72 -1.90 -0.25
H 0.15 5.11 -1.80 0.59
H -2.12 6.21 -0.84 0.42
H -3.34 4.97 -0.54 0.22
H -2.46 5.69 0.81 0.29
H -3.25 3.42 1.40 0.00
H -1.28 -2.11 0.03 -0.75
H -2.88 -2.80 0.28 0.52
H -2.36 -2.38 -1.35 0.42
H -4.99 -0.85 -0.70 0.59
H -6.23 1.52 -0.23 0.42
H -5.60 2.24 1.25 0.20
H -5.14 2.91 -0.31 0.21
H 1.59 0.30 3.84 0.10
H 1.21 1.13 5.35 0.45
H 0.47 -0.42 4.98 0.31
H -1.52 1.71 5.77 0.57
H -3.82 2.96 5.13 0.42
H -3.55 4.07 3.78 0.26
H -4.40 2.55 3.51 0.24
O -1.87 -1.28 2.74 -0.59
C -0.78 -1.77 2.59 0.30
N 0.32 -1.11 2.04 -0.07
S 1.70 -2.06 2.04 1.03
O 2.70 -1.51 2.91 -0.77
O 2.12 -2.43 0.71 -0.62
C 0.91 -3.44 2.79 0.63
C 1.48 -4.65 3.13 -0.95
C 0.65 -5.59 3.71 -0.70
C -0.70 -5.31 3.95 -0.62
C -1.24 -4.08 3.61 -0.53
C -0.41 -3.15 3.02 -0.33
H 2.53 -4.86 2.95 0.58
H 1.05 -6.56 4.00 0.46
H -1.32 -6.06 4.42 0.44
H -2.28 -3.84 3.80 0.59
O 0.60 -0.47 -0.69 1.23
As 0.86 -0.95 -2.27 1.37
C 0.18 -2.73 -2.52 0.55
C -0.37 -3.06 -3.75 -0.85
C -0.81 -4.36 -3.97 -0.84
C -0.69 -5.31 -2.97 -0.76
C -0.13 -4.97 -1.75 -1.07
C 0.31 -3.68 -1.51 0.30
C 2.73 -1.08 -2.69 0.51
C 3.43 0.00 -3.23 -0.14
C 4.79 -0.12 -3.48 -1.14
C 5.45 -1.31 -3.19 -0.65
C 4.75 -2.38 -2.65 -0.93
C 3.38 -2.27 -2.41 -0.18
C 0.03 0.24 -3.51 0.25
C 0.49 0.33 -4.82 -0.82
C -0.13 1.20 -5.70 -0.85
C -1.21 1.97 -5.27 -0.72
C -1.67 1.87 -3.97 -0.69
C -1.06 1.00 -3.08 -0.01
H -0.47 -2.32 -4.53 0.39
H -1.25 -4.62 -4.92 0.43
H -1.03 -6.32 -3.15 0.42
H -0.03 -5.72 -0.97 0.49
H 0.77 -3.41 -0.57 0.45
H 2.92 0.92 -3.49 0.44
H 5.33 0.71 -3.91 0.46
H 6.51 -1.39 -3.38 0.41
H 5.26 -3.30 -2.43 0.46
H 2.85 -3.11 -1.99 0.33
H 1.34 -0.26 -5.14 0.50
H 0.22 1.28 -6.72 0.44
H -1.69 2.64 -5.96 0.42
H -2.51 2.46 -3.64 0.52
H -1.41 0.92 -2.05 -0.18
Br 6.39 2.52 1.99 -0.19
C 4.60 1.99 1.71 -0.63
C 4.32 0.95 0.84 -0.87
C 3.00 0.55 0.65 0.57
C 1.97 1.18 1.33 0.18
C 2.26 2.24 2.17 0.37
C 3.58 2.65 2.37 -0.81
H 5.12 0.43 0.32 0.59
H 2.81 -0.27 -0.02 -0.12
H 1.48 2.81 2.66 0.54
H 3.80 3.48 3.03 0.46
```

=====

Record 2
DFT (the ωB97M-V functional and the def2-TZVPD basis) results for a structure of composition C46H45IN3O10SSiTa at a distorted geometry.

Summary:
- calculated total energy (eV) = -101747.9001
- HOMO (eV) = -7.885
- energy relative to the best compared isomer or geometry (same formula, charge and spin) (eV) = 1.809
- maximum force (eV/A) = 5.033
- multiplicity = 1
- gap between HOMO and LUMO (eV) = 6.7

The geometry in XYZ format:
```
108
Properties=species:S:1:pos:R:3:mulliken_charge:R:1
Ta -0.23 0.04 -0.18 0.73
C 1.84 -4.00 -0.84 -1.66
C 0.47 -3.35 -0.82 1.98
C -0.64 -4.35 -1.10 -2.08
O 0.20 -2.78 0.45 0.41
C 0.35 -2.24 -1.88 -0.13
O 0.93 -2.25 -2.93 -0.59
O -0.54 -1.30 -1.51 -0.36
H 1.86 -4.83 -0.13 0.39
H 2.60 -3.27 -0.56 0.33
H 2.07 -4.38 -1.84 0.38
H -0.63 -5.12 -0.32 0.48
H -0.49 -4.83 -2.07 0.41
H -1.61 -3.85 -1.08 0.35
H 1.01 -2.41 0.82 0.10
O 3.12 1.00 1.42 -0.73
S 1.91 0.25 1.28 0.31
O 1.53 -0.53 2.44 -0.47
O 1.88 -0.65 0.07 -0.51
O 0.78 1.25 0.95 -0.35
C 3.20 0.00 -5.21 -1.11
O 3.46 0.70 -3.99 -0.27
C 4.08 0.07 -2.99 1.13
C 4.63 -1.21 -3.12 -0.47
C 5.42 -1.74 -2.12 -0.73
C 5.70 -1.00 -0.98 -0.85
C 5.13 0.24 -0.83 -0.66
C 4.28 0.77 -1.79 0.14
N 3.79 2.09 -1.51 0.34
C 2.91 2.90 -2.04 -1.44
C 1.85 2.63 -2.96 0.53
C 1.70 3.50 -4.06 -0.70
C 0.78 3.23 -5.04 -1.20
C -0.03 2.09 -4.93 -0.92
C 0.03 1.30 -3.81 -0.88
C 0.92 1.58 -2.76 1.60
O 0.82 0.99 -1.58 1.03
H 2.68 0.71 -5.85 0.26
H 2.57 -0.87 -5.03 0.37
H 4.14 -0.30 -5.69 0.43
H 4.43 -1.78 -4.01 0.44
H 5.84 -2.73 -2.25 0.42
H 6.34 -1.40 -0.20 0.42
H 5.31 0.80 0.08 0.30
H 4.26 2.47 -0.70 0.43
H 3.06 3.93 -1.75 0.45
H 2.38 4.34 -4.15 0.56
H 0.70 3.88 -5.90 0.45
H -0.73 1.84 -5.72 0.45
H -0.62 0.45 -3.68 0.62
O -1.04 -0.49 1.39 -0.10
Si -1.19 -0.96 2.99 -0.10
C -0.71 0.26 4.34 0.91
C -1.06 -0.08 5.65 -0.46
C -0.79 0.76 6.71 -0.80
C -0.18 1.99 6.49 -0.64
C 0.17 2.36 5.20 -0.88
C -0.08 1.50 4.14 -0.07
C -0.56 -2.69 3.32 0.96
C -1.31 -3.79 2.89 -0.24
C -0.88 -5.09 3.12 -1.01
C 0.32 -5.31 3.78 -0.56
C 1.08 -4.24 4.22 -0.75
C 0.63 -2.94 4.00 -0.20
C -3.07 -1.01 3.20 0.66
C -3.86 -0.05 2.56 -0.32
C -5.24 -0.07 2.64 -0.65
C -5.88 -1.06 3.39 -0.55
C -5.12 -2.00 4.07 -0.75
C -3.73 -1.97 3.98 -0.10
H -1.56 -1.03 5.83 0.28
H -1.04 0.46 7.72 0.42
H 0.03 2.66 7.32 0.38
H 0.67 3.31 5.02 0.44
H 0.24 1.77 3.15 0.19
H -2.24 -3.63 2.35 0.70
H -1.48 -5.93 2.78 0.44
H 0.66 -6.33 3.96 0.39
H 2.01 -4.41 4.74 0.43
H 1.24 -2.10 4.34 0.31
H -3.37 0.73 1.98 0.03
H -5.83 0.68 2.13 0.43
H -6.96 -1.09 3.44 0.38
H -5.61 -2.76 4.66 0.41
H -3.15 -2.72 4.52 0.35
I 1.27 7.12 -1.24 0.09
C 0.35 5.41 -0.53 -1.22
C 0.24 5.03 0.79 0.00
N -0.43 3.86 0.77 -0.17
N -0.73 3.43 -0.47 0.05
C -0.28 4.39 -1.27 -0.20
H 0.57 5.50 1.70 0.51
H -0.58 3.24 1.54 0.13
H -0.44 4.33 -2.34 0.66
C -2.38 0.74 -0.66 -1.70
C -2.88 1.23 -1.98 0.72
C -3.11 0.33 -3.03 -0.11
C -3.62 0.76 -4.25 -0.72
C -3.92 2.10 -4.46 -0.51
C -3.73 3.00 -3.42 -0.83
C -3.23 2.56 -2.19 -0.01
H -2.96 -0.16 -0.42 0.85
H -2.63 1.49 0.09 0.38
H -2.88 -0.72 -2.88 0.40
H -3.78 0.04 -5.05 0.39
H -4.31 2.43 -5.41 0.41
H -4.00 4.04 -3.55 0.41
H -3.11 3.28 -1.39 0.41
```

=====

Record 3
DFT (the ωB97M-V functional and the def2-TZVPD basis) results for a cluster of 11 separate species, C46H45N11O12 in total at a distorted geometry.

Summary:
- calculated total energy (eV) = -89374.5472
- HOMO (eV) = -9.873
- energy relative to the best compared isomer or geometry (same formula, charge and spin) (eV) = 0.448
- maximum force (eV/A) = 3.089
- multiplicity = 1
- SMILES = O=[N+]([O-])c1ccccc1.O=[N+]([O-])c1ccccc1.O=[N+]([O-])c1ccccc1.O=[N+]([O-])c1ccccc1.O=[N+]([O-])c1ccccc1.O=[N+]([O-])c1ccccc1.CC#N.CC#N.CC#N.CC#N.CC#N
- gap between HOMO and LUMO (eV) = 9.1

The geometry in XYZ format:
```
114
Properties=species:S:1:pos:R:3:mulliken_charge:R:1
O -17.08 6.47 19.84 -0.60
N -18.20 6.20 19.46 1.02
O -19.15 6.92 19.55 -0.63
C -18.35 4.89 18.83 -0.16
C -17.26 4.22 18.33 -0.24
C -17.47 3.03 17.62 0.39
C -18.73 2.55 17.36 -0.12
C -19.84 3.28 17.82 -1.22
C -19.65 4.40 18.60 -0.63
H -16.31 4.72 18.20 0.40
H -16.58 2.48 17.33 -0.04
H -18.92 1.74 16.67 0.67
H -20.82 2.92 17.53 0.51
H -20.47 4.93 19.06 0.52
O -20.90 -0.81 13.78 -0.61
N -21.05 -1.74 14.53 1.05
O -21.94 -2.56 14.46 -0.64
C -20.07 -1.89 15.61 -0.47
C -20.27 -2.81 16.63 -0.32
C -19.40 -2.90 17.70 -1.14
C -18.31 -2.04 17.73 -0.67
C -18.07 -1.13 16.70 0.04
C -18.94 -1.09 15.62 -0.49
H -21.12 -3.49 16.60 0.47
H -19.59 -3.59 18.51 0.47
H -17.72 -2.10 18.65 0.74
H -17.21 -0.48 16.68 0.77
H -18.72 -0.37 14.84 0.78
O -8.88 -0.81 15.12 -0.62
N -8.21 -1.11 16.11 1.07
O -7.20 -1.78 16.04 -0.62
C -8.73 -0.70 17.40 -0.69
C -9.97 -0.11 17.52 0.69
C -10.44 0.28 18.76 -0.43
C -9.70 -0.02 19.88 -0.59
C -8.48 -0.68 19.82 -0.79
C -7.98 -0.96 18.55 -0.27
H -10.50 0.04 16.59 0.29
H -11.43 0.71 18.84 0.56
H -10.01 0.36 20.85 0.41
H -7.88 -0.94 20.68 0.45
H -7.00 -1.42 18.47 0.45
O -18.68 -1.94 21.09 -0.61
N -18.67 -0.76 20.77 1.20
O -19.65 -0.08 20.64 -0.65
C -17.34 -0.18 20.55 -0.40
C -17.26 1.20 20.34 -0.42
C -16.03 1.85 20.41 -0.67
C -14.88 1.09 20.61 -0.54
C -14.94 -0.29 20.77 -0.43
C -16.19 -0.91 20.76 0.02
H -18.21 1.72 20.34 0.56
H -15.96 2.91 20.22 0.57
H -13.90 1.54 20.64 0.39
H -14.10 -0.89 21.09 0.48
H -16.29 -1.98 20.90 0.49
O -11.31 -3.88 18.47 -0.66
N -12.32 -3.25 18.20 1.11
O -12.60 -2.19 18.73 -0.47
C -13.22 -3.71 17.14 -0.81
C -12.81 -4.74 16.33 -0.32
C -13.65 -5.30 15.37 -0.63
C -14.88 -4.70 15.16 -0.61
C -15.27 -3.61 15.92 -0.28
C -14.47 -3.14 16.96 0.51
H -11.81 -5.14 16.48 0.49
H -13.34 -6.10 14.72 0.38
H -15.49 -5.06 14.34 0.41
H -16.21 -3.10 15.78 0.40
H -14.80 -2.24 17.44 0.51
O -14.03 3.66 14.69 -0.49
N -14.28 4.34 13.71 0.94
O -13.44 4.98 13.09 -0.62
C -15.67 4.44 13.28 -0.57
C -16.66 4.02 14.16 0.77
C -18.01 4.18 13.86 -0.54
C -18.34 4.80 12.67 -0.37
C -17.38 5.27 11.78 -0.83
C -16.06 5.11 12.12 -0.29
H -16.33 3.54 15.07 0.19
H -18.74 3.81 14.57 0.47
H -19.39 4.96 12.47 0.38
H -17.67 5.74 10.85 0.41
H -15.27 5.36 11.41 0.42
C -11.14 4.85 19.40 -0.99
C -12.52 4.39 19.45 0.54
N -13.62 4.07 19.40 -0.36
H -10.75 4.84 18.39 0.22
H -10.54 4.19 20.03 0.24
H -11.08 5.88 19.75 0.36
C -11.04 2.62 14.24 -0.57
C -11.22 2.79 15.67 0.44
N -11.39 2.88 16.81 -0.36
H -11.88 3.08 13.72 -0.04
H -10.87 1.55 14.09 0.16
H -10.12 3.14 13.94 0.46
C -11.82 -1.84 14.64 -0.27
C -11.64 -0.59 13.94 0.08
N -11.48 0.37 13.34 -0.58
H -12.55 -2.43 14.07 0.52
H -12.24 -1.72 15.64 -0.29
H -10.89 -2.36 14.83 0.53
C -15.06 0.33 12.25 -0.50
C -16.13 0.62 13.19 0.39
N -16.94 0.92 13.94 -0.31
H -14.78 1.26 11.75 0.26
H -15.24 -0.50 11.57 0.38
H -14.17 0.03 12.82 -0.19
C -14.04 1.66 17.41 1.15
C -14.28 0.65 16.41 0.50
N -14.47 -0.16 15.62 -0.40
H -14.40 2.56 16.89 0.12
H -13.01 1.90 17.66 -0.53
H -14.71 1.48 18.25 -0.69
```

=====

Record 4
DFT (the ωB97M-V functional and the def2-TZVPD basis) results for a cluster of 7 separate species, C46H46BrF6N2P in total at a distorted geometry.

Summary:
- calculated total energy (eV) = -147062.9170
- HOMO (eV) = -8.574
- energy relative to the best compared isomer or geometry (same formula, charge and spin) (eV) = 0.735
- maximum force (eV/A) = 4.336
- multiplicity = 1
- SMILES = CCP(C)[C@@H](C#N)[C@@H](C#N)C[C@@H](C)Br.Fc1ccccc1.Fc1ccccc1.Fc1ccccc1.Fc1ccccc1.Fc1ccccc1.Fc1ccccc1
- gap between HOMO and LUMO (eV) = 9.0

The geometry in XYZ format:
```
102
Properties=species:S:1:pos:R:3:mulliken_charge:R:1
C -0.38 -3.87 -1.55 -0.69
C -0.61 -4.12 -0.01 -0.32
P 1.10 -4.16 0.81 0.09
C 1.38 -5.83 1.60 -1.13
C 1.00 -2.80 2.10 0.43
C 0.18 -3.22 3.31 -0.23
N -0.46 -3.51 4.20 -0.53
C 2.40 -2.23 2.57 0.79
C 3.53 -3.19 2.25 -0.29
N 4.33 -3.98 2.11 -0.58
C 2.70 -0.77 2.11 -1.57
C 3.23 -0.60 0.66 0.10
C 2.35 -1.23 -0.45 -0.81
Br 3.20 1.37 0.32 -0.13
H 0.67 -3.56 -1.75 -0.04
H -1.02 -3.05 -1.91 0.31
H -0.56 -4.81 -2.09 0.41
H -1.20 -3.30 0.43 -0.17
H -1.10 -5.09 0.19 0.61
H 0.97 -6.58 0.90 0.38
H 2.47 -6.01 1.62 0.36
H 0.97 -5.93 2.63 0.35
H 0.44 -1.95 1.66 -0.10
H 2.33 -2.20 3.68 0.68
H 3.51 -0.40 2.78 0.49
H 1.84 -0.10 2.31 0.52
H 4.28 -0.90 0.52 0.36
H 2.41 -0.58 -1.34 0.66
H 2.73 -2.23 -0.75 0.20
H 1.28 -1.31 -0.19 -0.03
F -1.48 -0.96 -0.01 -0.07
C -2.74 -0.75 -0.45 0.39
C -3.61 -1.82 -0.57 0.09
C -4.90 -1.60 -1.02 -0.67
C -5.31 -0.31 -1.35 -0.64
C -4.42 0.75 -1.23 -0.57
C -3.13 0.53 -0.77 -0.87
H -3.27 -2.82 -0.32 0.45
H -5.59 -2.43 -1.12 0.49
H -6.32 -0.14 -1.71 0.47
H -4.74 1.75 -1.49 0.40
H -2.43 1.35 -0.66 0.55
F -0.59 -4.74 -4.50 -0.27
C 0.48 -4.67 -5.33 0.26
C 1.57 -3.91 -4.96 -0.13
C 2.66 -3.84 -5.80 -0.47
C 2.65 -4.52 -7.01 -0.47
C 1.55 -5.28 -7.37 -0.42
C 0.45 -5.36 -6.52 -0.41
H 1.55 -3.38 -4.01 0.41
H 3.53 -3.25 -5.52 0.36
H 3.51 -4.46 -7.68 0.37
H 1.53 -5.81 -8.32 0.36
H -0.42 -5.95 -6.78 0.41
F -1.07 5.68 -1.52 -0.32
C -0.19 5.76 -0.51 0.37
C 0.59 4.65 -0.21 -0.31
C 1.50 4.73 0.83 -0.13
C 1.62 5.91 1.56 -0.66
C 0.83 7.01 1.25 -0.40
C -0.07 6.94 0.20 -0.43
H 0.47 3.74 -0.79 0.43
H 2.12 3.88 1.07 0.10
H 2.34 5.97 2.37 0.37
H 0.93 7.93 1.82 0.39
H -0.69 7.78 -0.06 0.53
F -0.62 9.81 0.35 -0.32
C -0.69 10.59 -0.74 0.41
C 0.46 11.20 -1.20 -0.38
C 0.39 12.00 -2.33 -0.37
C -0.82 12.18 -2.99 -0.49
C -1.97 11.56 -2.51 -0.38
C -1.90 10.75 -1.38 -0.36
H 1.39 11.06 -0.68 0.41
H 1.28 12.49 -2.71 0.35
H -0.88 12.81 -3.87 0.37
H -2.92 11.70 -3.01 0.35
H -2.78 10.25 -1.00 0.41
F -9.02 -0.34 -1.16 -0.30
C -9.09 -1.09 -0.03 0.30
C -7.93 -1.35 0.67 -0.16
C -8.00 -2.11 1.83 -0.63
C -9.23 -2.61 2.26 -0.44
C -10.38 -2.33 1.54 -0.43
C -10.32 -1.56 0.39 -0.39
H -6.99 -0.97 0.31 0.48
H -7.10 -2.32 2.39 0.38
H -9.28 -3.20 3.17 0.37
H -11.34 -2.72 1.88 0.36
H -11.21 -1.33 -0.18 0.42
F 9.67 -1.56 3.43 -0.31
C 8.84 -2.31 4.18 0.33
C 7.63 -2.71 3.65 -0.47
C 6.77 -3.49 4.41 -0.04
C 7.13 -3.85 5.70 -0.70
C 8.36 -3.45 6.23 -0.28
C 9.22 -2.68 5.46 -0.47
H 7.36 -2.40 2.64 0.45
H 5.82 -3.81 4.01 0.30
H 6.46 -4.46 6.30 0.38
H 8.64 -3.73 7.23 0.36
H 10.18 -2.36 5.84 0.40
```